No. 1
C31H70MnN9O13 | ωB97M-V/def2-TZVPD

Structure (XYZ):
```
124
Properties=species:S:1:pos:R:3:forces:R:3:lowdin_charge:R:1
Mn -11.244839 -10.332494 7.145766 0.93 0.00 2.06 1.004
C -12.685146 -11.369155 8.940478 0.31 -2.93 7.85 -1.129
O -13.072863 -11.021119 7.871527 -5.96 1.82 -9.41 -0.102
O -11.500853 -11.068851 9.070263 7.91 1.60 1.12 -0.135
O -13.230865 -11.929681 9.930675 -1.90 -0.19 -1.00 -0.090
C -8.591651 -8.777866 9.113008 1.02 -1.63 0.14 -0.029
C -8.144009 -9.544746 7.850574 -0.67 0.28 -0.84 -0.556
C -7.214623 -10.743071 8.147706 -0.57 -0.49 0.91 -0.061
O -9.226594 -9.873474 7.004493 0.44 -0.23 0.04 -0.357
H -7.694195 -8.637855 9.715573 0.19 0.17 0.24 0.042
H -9.189159 -9.516302 9.647588 -0.71 0.53 0.31 0.083
H -9.019727 -7.784581 8.977931 -0.37 -0.32 -0.35 0.054
H -7.429330 -8.878946 7.366797 -0.02 0.66 -0.88 0.085
H -7.642849 -11.414510 8.891947 -0.47 -0.22 -0.01 0.058
H -6.260654 -10.481384 8.605503 0.25 0.50 -0.07 0.049
H -7.001175 -11.345687 7.264882 -0.19 0.17 -0.27 0.050
C -8.249777 -12.346887 11.599385 -3.19 0.37 -1.01 -0.340
O -9.424801 -11.975755 11.486184 2.16 -0.66 0.00 0.029
N -7.439324 -11.991190 12.582942 0.27 0.75 -0.11 -0.214
C -6.222348 -12.677510 12.838460 0.60 -0.16 -0.19 -0.073
C -7.856177 -11.064496 13.602351 0.21 0.29 -0.13 -0.033
H -7.754617 -13.025842 10.888017 -0.12 -0.16 -0.14 0.117
H -5.429558 -11.942016 12.974969 0.14 -0.12 0.80 0.086
H -5.818837 -13.274702 12.020755 -0.62 -0.03 -0.32 0.064
H -6.445646 -13.345776 13.670118 0.86 0.00 0.47 0.091
H -7.302875 -10.129662 13.512728 0.45 0.01 0.16 0.076
H -8.889344 -10.738872 13.481370 -0.10 -0.72 0.12 0.098
H -7.600932 -11.565370 14.536199 -0.48 0.45 0.46 0.083
C -4.683517 -14.383048 4.268507 -2.79 2.14 1.08 -0.295
O -5.937945 -14.294080 4.182759 3.21 -0.72 0.03 -0.045
N -3.909875 -13.522452 5.019006 -2.10 -1.36 -0.50 -0.193
C -4.409077 -12.430010 5.875707 0.35 0.17 -0.24 -0.019
C -2.499772 -13.712208 4.947803 0.12 0.58 0.64 -0.106
H -4.034177 -15.109987 3.756536 -0.48 -0.13 -0.15 0.119
H -5.471742 -12.200927 5.795965 0.06 -0.66 -0.30 0.065
H -3.894920 -11.498887 5.637449 0.18 0.03 -0.40 0.073
H -4.161117 -12.569693 6.927897 -0.06 -0.54 0.12 0.085
H -2.174495 -12.733470 4.595156 1.21 -0.30 -0.01 0.089
H -2.132039 -13.968914 5.941270 0.43 0.36 0.11 0.081
H -2.230582 -14.554357 4.310288 -0.04 0.35 -0.29 0.076
C -5.323142 -14.130083 9.243485 2.50 -1.11 -0.12 -0.284
O -4.407925 -13.619144 9.911312 -1.97 -0.31 -0.71 -0.030
N -5.122664 -15.306885 8.549179 0.01 -0.43 0.85 -0.191
C -6.079127 -15.712372 7.569572 -1.86 0.80 -0.50 -0.069
C -3.905575 -16.071019 8.582369 1.64 0.68 -0.04 -0.077
H -6.344730 -13.767568 9.050780 0.19 0.47 0.39 0.126
H -5.995919 -15.163566 6.631502 0.32 -0.06 -0.21 0.069
H -7.050375 -15.413450 7.963804 -0.30 -0.08 -0.15 0.092
H -6.190466 -16.768071 7.322209 0.65 -0.11 0.50 0.093
H -3.330720 -15.856379 7.681495 0.12 -0.03 -0.35 0.074
H -3.229018 -15.778636 9.385416 -0.41 0.32 0.20 0.082
H -3.954697 -17.158576 8.636300 -0.94 0.01 0.03 0.082
C -8.138846 -9.444615 3.519333 0.43 -0.52 -1.62 -0.352
O -8.043093 -8.465270 2.826618 0.04 1.92 0.04 0.000
N -8.098854 -10.664440 2.911832 -0.08 -1.47 0.30 -0.158
C -8.334588 -11.820745 3.799885 -0.74 -0.57 -1.87 -0.050
C -7.965627 -10.850803 1.422470 0.46 1.37 0.63 -0.048
H -8.212694 -9.445006 4.617848 -0.24 -0.18 0.04 0.128
H -7.452827 -12.223201 4.298516 -0.11 0.18 0.07 0.057
H -8.712962 -12.560000 3.093883 0.36 -0.64 0.16 0.075
H -9.211671 -11.704715 4.436564 0.47 0.57 0.48 0.077
H -7.877416 -9.874571 0.945701 -0.56 0.35 0.47 0.067
H -7.021252 -11.253325 1.056101 0.22 -0.78 0.80 0.069
H -8.768092 -11.367960 0.896449 -0.29 -0.20 0.66 0.075
C -1.032493 -10.493691 10.156528 -1.55 0.43 -0.54 -0.396
O 0.125622 -10.288331 10.345450 2.52 0.15 0.35 0.009
N -2.027425 -9.741435 10.652358 1.19 -0.33 0.41 -0.161
C -3.395651 -10.155290 10.438985 -0.97 1.37 1.01 -0.068
C -1.773144 -8.468033 11.397447 -1.84 0.61 -1.35 -0.026
H -1.394596 -11.264786 9.459041 -0.12 -0.30 0.19 0.130
H -3.918060 -9.324597 9.964498 -0.22 -0.04 -0.17 0.063
H -3.821022 -10.270016 11.435978 -0.43 -0.13 0.09 0.078
H -3.639988 -11.074662 9.906854 0.94 -0.03 -0.14 0.073
H -1.999948 -7.675519 10.684291 -0.20 0.15 -0.39 0.076
H -2.579213 -8.333487 12.118730 0.23 -0.33 0.43 0.067
H -0.829099 -8.085356 11.785315 0.36 -1.59 0.07 0.083
C -4.001331 -8.582425 7.195573 0.82 1.21 0.06 -0.297
O -3.201364 -7.965658 7.924351 -1.03 -1.15 -1.34 -0.028
N -3.961737 -8.644930 5.827725 -0.10 -0.41 0.04 -0.167
C -5.152954 -9.065867 5.121382 -1.46 -0.22 -0.29 -0.086
C -2.979832 -7.878528 5.085034 0.93 0.29 0.92 -0.060
H -4.884730 -9.106080 7.592553 0.13 -0.06 0.06 0.113
H -5.677392 -9.892569 5.600585 0.04 0.25 0.69 0.060
H -5.069934 -9.480167 4.116617 1.13 0.21 -0.16 0.089
H -5.857271 -8.241768 5.007783 -0.10 0.16 0.17 0.074
H -2.847504 -6.921833 5.590323 -0.18 0.29 -0.26 0.084
H -2.001067 -8.346514 5.190504 0.12 -0.22 -0.15 0.078
H -3.178291 -7.747395 4.021311 -0.49 -0.15 0.29 0.088
C -11.968542 -7.268242 8.055529 -0.31 -2.80 -0.40 -0.229
O -11.715734 -8.271526 7.303204 -0.80 3.65 1.55 -0.102
N -13.140842 -6.636663 8.152631 0.93 -0.90 0.25 -0.188
C -13.334238 -5.615184 9.155809 0.12 0.68 -0.11 -0.104
C -14.223095 -6.856727 7.249720 -0.64 0.50 -0.39 -0.055
H -11.350841 -6.882354 8.881195 0.77 -0.60 -0.52 0.123
H -12.447631 -5.465810 9.772028 0.11 -0.14 -0.22 0.079
H -14.151936 -5.810363 9.849624 -0.15 -0.38 -0.21 0.086
H -13.540721 -4.676974 8.640818 -0.05 0.25 0.11 0.057
H -14.204679 -7.785109 6.678863 0.41 -0.04 0.45 0.098
H -15.135620 -6.792927 7.842447 -0.19 -0.11 -0.26 0.088
H -14.180245 -6.017376 6.555629 -0.47 0.06 -0.34 0.079
C -7.735883 -5.808173 6.547009 0.71 0.38 -0.56 -0.313
O -6.757610 -6.021985 5.804040 -1.71 0.56 1.54 -0.035
N -8.057594 -4.660624 7.215189 1.22 0.61 0.37 -0.165
C -9.296523 -4.557676 8.001188 -0.32 0.23 -0.91 -0.161
C -7.279390 -3.395359 7.058792 -0.49 -0.08 -0.16 -0.166
H -8.549974 -6.514472 6.771962 0.38 -0.66 -0.33 0.129
H -10.033147 -4.089425 7.348336 -0.18 0.68 0.30 0.042
H -9.162088 -4.008726 8.933214 0.14 0.30 -0.26 0.035
H -9.820020 -5.474425 8.272518 0.84 -0.58 -0.17 0.045
H -6.356971 -3.536484 6.495477 -0.21 -0.39 0.05 0.067
H -7.860445 -2.612201 6.571827 -0.40 -0.30 -0.61 0.040
H -7.046522 -2.846569 7.971318 0.11 -0.82 0.66 0.032
C -8.099503 -5.883720 11.291524 -0.19 -0.13 1.34 -0.352
O -8.809596 -6.180572 12.257615 0.60 0.23 -1.18 -0.039
N -6.852355 -6.368336 11.088948 0.70 0.25 0.39 -0.175
C -5.970481 -5.994116 9.989314 -0.16 -0.42 -0.04 -0.058
C -6.311001 -7.416344 11.937774 -0.56 -1.12 -0.23 -0.066
H -8.404177 -5.132823 10.546182 0.09 -0.15 0.01 0.103
H -4.960550 -5.808455 10.354900 0.00 0.04 0.21 0.077
H -6.270008 -5.104134 9.435853 -0.40 -0.13 0.14 0.072
H -5.905912 -6.855927 9.325077 0.08 0.10 -0.41 0.078
H -6.904437 -7.586432 12.836110 0.14 0.64 0.07 0.079
H -6.389291 -8.377555 11.429803 -0.18 -0.24 -0.43 0.066
H -5.238240 -7.372553 12.125804 -0.03 0.85 0.22 0.074
```
Positions in Å, forces in eV/Å.

Values from the calculation:
Charge   -2
Highest occupied orbital energy (spin up / spin down)   0.0809 / -0.0626 Ha
2S+1   7
Orbital gap (spin up / spin down)   0.039 / 0.183 Ha
Electronic energy   -3844.9843 a.u.

---

No. 2
C31H71F2N8O7S2 | ωB97M-V/def2-TZVPD

Structure (XYZ):
```
121
Properties=species:S:1:pos:R:3:forces:R:3:lowdin_charge:R:1
C -7.371888 -3.185529 3.763405 0.00 0.79 -0.08 -0.027
C -6.826618 -1.852939 4.472325 -1.71 -3.21 -1.02 -0.070
N -5.715068 -1.360109 3.650805 3.03 0.98 -0.39 0.016
C -4.848968 -0.344389 4.073355 -2.24 -1.71 0.39 0.194
C -3.913608 -0.080849 3.072555 0.19 -2.09 -3.86 0.169
N -4.190448 -0.974419 2.022795 -1.55 0.94 4.07 -0.010
C -5.254118 -1.815419 2.448665 0.43 2.73 0.63 0.189
C -3.537598 -1.149539 0.771465 1.19 -0.78 -1.10 0.015
H -6.621308 -3.956019 3.587065 0.66 0.29 0.13 0.089
H -7.836728 -2.969209 2.801515 -0.17 0.16 0.00 0.088
H -8.096018 -3.766159 4.334905 -0.22 0.69 0.41 0.113
H -6.505938 -2.216409 5.448625 0.39 0.82 0.14 0.155
H -7.562448 -1.048789 4.472415 -0.09 -0.19 0.36 0.155
H -4.972188 0.091481 5.053775 0.03 0.18 0.14 0.188
H -3.108608 0.629801 2.957035 0.14 0.10 0.26 0.147
H -5.690238 -2.541569 1.778655 -0.16 -0.36 0.29 0.186
H -2.524948 -1.493729 0.981635 0.16 -0.05 -0.17 0.107
H -3.439078 -0.256889 0.153755 -0.38 0.17 0.42 0.093
H -4.073148 -1.930729 0.231995 0.05 0.13 -0.09 0.121
C -5.019598 3.223801 1.835055 -1.18 -1.45 0.55 0.006
C -4.471878 4.341351 1.089495 0.04 0.43 -2.91 -0.373
O -4.462508 4.447401 -0.119195 0.42 0.45 3.27 0.190
N -3.694798 5.275861 2.013175 1.88 0.06 -0.98 0.121
H -4.209368 6.008971 2.479955 -0.81 0.88 -0.40 0.197
H -3.343448 4.772811 2.815425 -0.10 -0.79 0.33 0.164
C -2.402058 5.798981 1.354595 -0.02 0.46 0.54 0.066
H -5.685848 2.633731 1.205745 0.05 0.18 -0.16 0.115
H -5.584378 3.467391 2.734945 0.15 0.37 0.07 0.120
H -4.178678 2.585691 2.106665 0.17 0.04 0.15 0.057
H -1.739598 6.109681 2.162505 -0.24 0.27 0.08 0.117
H -2.636688 6.655011 0.721935 0.05 -0.36 -0.13 0.125
H -1.879848 4.969521 0.877725 -0.47 0.07 -0.31 0.087
C 0.804272 -6.614309 -2.655115 -0.49 1.71 0.01 0.048
C -0.301468 -5.836109 -1.950815 -0.05 -4.80 3.70 -0.323
O -0.776458 -6.227719 -0.862295 1.16 3.16 -4.65 0.145
N -0.734128 -4.575479 -2.672355 0.67 1.11 2.22 0.110
H 0.134122 -4.089599 -2.846035 0.81 0.64 0.62 0.169
H -0.966378 -4.681609 -3.649545 -1.32 -0.77 -0.44 0.192
C -1.712588 -3.773799 -1.784205 -0.20 -0.03 -2.46 0.023
H 1.649942 -5.934569 -2.759495 0.42 0.11 0.26 0.099
H 0.543772 -6.745689 -3.705345 -0.21 -0.79 0.00 0.112
H 1.114382 -7.480359 -2.070395 -0.38 -0.04 -0.38 0.123
H -2.613568 -4.276179 -2.136275 -0.52 0.20 1.32 0.119
H -1.752628 -2.750489 -2.157475 0.22 -0.10 -0.20 0.067
H -1.432838 -3.712699 -0.732485 -0.02 -0.88 -0.36 0.089
C -2.080548 3.593571 -2.580465 0.42 -0.89 0.29 0.037
C -3.114898 2.743411 -3.268585 -3.06 2.33 -1.25 -0.325
O -4.005618 3.163501 -3.980775 2.61 -2.07 1.97 0.202
N -3.035598 1.200761 -2.948025 0.40 1.25 -1.84 0.083
H -2.407128 1.100411 -2.163765 1.09 -0.18 -0.07 0.038
H -3.873878 0.772431 -2.582055 -1.01 0.43 -0.56 0.163
C -2.624508 0.463111 -4.262575 -0.72 -0.52 1.89 0.065
H -2.238568 4.662001 -2.727395 -0.11 -0.29 -0.31 0.124
H -1.081848 3.275291 -2.879445 0.15 0.21 -0.51 0.099
H -2.018818 3.370001 -1.515435 -0.50 0.04 0.20 0.051
H -2.674268 -0.557569 -3.883305 0.25 -0.26 -0.80 0.083
H -1.610798 0.714491 -4.574505 -0.33 0.27 0.07 0.107
H -3.424468 0.647231 -4.979705 0.33 0.12 -0.07 0.120
C 4.786962 0.914641 0.205175 0.26 1.41 -0.37 -0.060
C 4.388142 1.998701 -0.911985 0.68 -1.21 0.06 -0.167
C 4.876852 1.485861 -2.327825 -1.49 0.88 1.13 -0.088
N 4.222682 2.258741 -3.473045 0.04 0.16 -1.58 -0.232
C 2.699182 2.297481 -3.439175 0.49 -0.36 -0.48 -0.005
C 4.607562 1.591681 -4.818165 -0.14 0.31 -0.77 -0.075
C 4.869192 2.740041 -5.800145 -0.13 1.29 -0.65 -0.130
C 5.410662 3.938751 -4.993435 -0.41 -0.94 0.81 -0.112
C 4.676072 3.720451 -3.665405 0.95 0.35 0.99 -0.083
H 4.335412 1.106601 1.178495 -0.32 0.20 -0.30 0.035
H 5.846152 0.977371 0.454715 0.17 -0.04 -0.44 0.088
H 4.577282 -0.119889 -0.066665 -0.17 0.10 -0.34 0.063
H 4.814942 2.988911 -0.752565 0.66 -0.25 0.38 0.109
H 3.333192 2.265371 -0.848265 -0.27 -0.76 -0.31 0.068
H 4.615612 0.442091 -2.502185 -0.13 0.01 0.10 0.126
H 5.963152 1.560711 -2.377205 -0.08 0.27 -0.35 0.150
H 2.346252 2.783231 -4.348895 0.40 0.20 -0.07 0.109
H 2.311982 2.879001 -2.602515 0.24 -0.40 0.12 0.098
H 2.324362 1.279281 -3.543415 0.00 -0.06 0.73 0.091
H 3.735732 1.003181 -5.103985 0.24 -0.12 -0.14 0.120
H 5.461992 0.918831 -4.745295 0.04 0.23 0.54 0.142
H 3.946472 3.084681 -6.266965 -0.30 -0.26 0.06 0.117
H 5.529042 2.585271 -6.653815 0.04 -0.81 0.25 0.137
H 5.106112 4.929961 -5.329365 0.03 -0.25 -0.49 0.133
H 6.497832 3.955501 -4.916825 -0.08 -0.24 0.21 0.130
H 3.776112 4.334411 -3.700305 0.17 -0.06 0.56 0.129
H 5.325592 3.909131 -2.810635 -0.35 0.52 0.06 0.132
C 2.247972 1.438841 2.629595 -0.26 -0.65 1.42 -0.078
C 2.699482 0.092251 3.288495 0.17 0.96 -0.53 -0.203
C 2.065002 -1.106829 2.641055 0.17 0.47 -0.34 -0.171
N 2.597842 -2.408739 3.154305 1.32 -2.46 -0.91 -0.232
C 2.375522 -2.629719 4.636675 1.05 1.06 -0.29 0.049
C 4.086482 -2.715359 2.694335 -0.09 0.19 -0.11 -0.045
C 4.262312 -4.261289 2.824505 1.37 1.76 -0.11 -0.131
C 2.908642 -4.828569 2.547495 -1.08 0.02 0.62 -0.151
C 2.001002 -3.629949 2.368565 -0.56 1.84 1.34 -0.096
H 2.765782 2.253691 3.135535 0.18 -0.03 -0.14 0.098
H 1.214432 1.525861 2.964735 -0.23 0.38 -0.60 0.059
H 2.368552 1.561221 1.553215 -0.17 -0.34 0.12 0.046
H 2.396072 0.161871 4.333095 0.53 -0.02 0.11 0.120
H 3.775122 -0.011099 3.145605 0.13 0.05 0.57 0.109
H 2.301822 -0.981909 1.584455 0.10 -0.73 -0.23 0.115
H 0.977932 -1.045869 2.692535 -0.07 -0.51 0.37 0.117
H 1.335402 -2.414289 4.881285 0.11 -0.25 -0.03 0.114
H 3.036192 -1.918779 5.132855 -0.28 0.16 0.17 0.113
H 2.739692 -3.595459 4.987155 -0.43 -0.17 -0.47 0.117
H 4.845852 -2.116019 3.196565 -0.32 -0.08 0.39 0.138
H 4.077772 -2.380779 1.656995 0.01 -0.08 -0.08 0.119
H 4.689032 -4.416829 3.815375 -0.48 -0.50 0.11 0.129
H 5.008092 -4.689029 2.154475 0.13 0.53 -0.15 0.137
H 2.663502 -5.428129 3.424165 -0.61 -0.35 -0.51 0.132
H 2.792472 -5.349069 1.596875 0.44 -0.60 0.39 0.128
H 1.012402 -3.667949 2.826085 -0.29 -0.55 -0.70 0.130
H 2.034722 -3.269929 1.340285 -0.51 -0.18 -0.01 0.120
N -1.285218 0.865191 -0.855495 2.31 -4.29 -2.69 -0.270
S -0.865898 1.347511 0.478785 0.06 7.08 8.81 0.392
O -0.088188 2.566901 0.522425 -0.03 -1.95 -0.48 -0.234
O -0.725988 0.416271 1.608955 -0.27 0.51 -2.16 -0.292
F -2.289518 2.028361 0.825945 -1.45 -0.19 0.32 -0.231
S 0.068282 -0.191069 -0.922115 0.57 -4.49 -4.03 0.594
O -0.149458 -1.547639 -0.406355 -0.51 2.54 -0.84 -0.289
O 1.376202 0.338231 -0.785545 -0.62 0.72 0.55 -0.210
F -0.071728 -0.340699 -2.540145 -0.20 -0.16 1.10 -0.196
```
Positions in Å, forces in eV/Å.

Values from the calculation:
Charge   +6
Highest occupied orbital energy (spin up / spin down)   -0.8200 / -0.8200 Ha
2S+1   2
Orbital gap (spin up / spin down)   0.240 / 0.086 Ha
Electronic energy   -3181.8864 a.u.